(1)
Density functional theory data (ωB97M-V with the def2-TZVPD basis set) for a molecular structure, C18H42AsBeF6O9 at a distorted geometry.

total charge: +1
gap between HOMO and LUMO: 0.1780 Eh
HOMO level: -11.56 eV
lowest unoccupied orbital energy: -6.714 eV
total energy: -4237.624043 hartree

Structure (XYZ):
```
77
Properties=species:S:1:pos:R:3:forces:R:3:mulliken_charge:R:1
Be 1.06131 1.05319 -1.15466 -2.5 0.2 0.3 0.235
As 4.09165 5.85362 -1.07425 -2.5 -6.4 -1.1 1.708
F 4.27880 5.15061 0.53065 0.1 2.0 -0.9 -0.447
F 2.40448 6.06849 -0.63441 1.4 1.4 0.0 -0.411
F 1.73418 0.11106 -1.90756 1.2 -0.6 -1.0 -0.181
F 5.75598 5.54150 -1.30173 -0.6 1.6 -0.1 -0.341
F 3.63867 4.22512 -1.66036 0.8 1.9 0.1 -0.348
F 3.74687 6.61398 -2.57353 1.1 0.4 1.4 -0.363
C 4.34530 3.16033 2.71589 0.9 -0.8 -0.3 -0.516
O 3.19820 2.31261 2.66014 0.2 0.1 -1.2 -0.385
C 3.33084 1.41287 1.56821 0.2 -1.1 0.2 -0.544
C 3.09493 1.94316 0.18553 0.8 0.8 0.2 0.282
O 1.72206 2.12141 -0.18743 -0.2 0.2 0.8 0.399
C 1.10490 3.45353 -0.06818 -0.3 -1.6 1.5 0.175
C -0.00846 3.42024 -1.08277 -0.2 1.9 -1.3 -0.544
O 0.18435 2.38737 -2.08883 -0.3 1.0 0.8 -0.211
C 0.94111 2.88574 -3.26051 -1.3 -1.7 0.6 -0.617
H 4.27591 3.76451 3.60350 -0.1 0.2 0.2 0.311
H 4.52924 3.79658 1.82628 -0.5 -0.5 0.7 0.198
H 5.23494 2.49360 2.78962 -0.3 0.5 0.2 0.353
H 2.61739 0.57481 1.71956 0.7 0.3 0.3 0.160
H 4.39190 1.02317 1.47248 -1.0 0.1 0.6 0.410
H 3.53835 1.22383 -0.53319 -0.3 0.6 0.2 0.388
H 3.54121 2.94384 0.14216 0.2 -0.5 -0.4 -0.526
H 1.91003 4.15668 -0.21571 -0.3 0.0 -0.2 0.341
H 0.63279 3.59205 0.94103 0.7 -0.3 -0.7 0.077
H 0.00857 4.49019 -1.47702 -0.3 -1.4 -0.4 0.495
H -1.00789 3.27416 -0.69930 0.1 -0.4 0.4 0.044
H 0.85118 1.95135 -3.90252 0.8 1.6 0.3 0.232
H 1.90530 3.06566 -2.76907 0.2 0.4 -1.4 0.233
H 0.37126 3.75850 -3.68471 1.0 -0.8 0.4 0.293
C -3.62472 -6.49211 2.25007 0.8 -0.2 -0.7 -0.748
O -3.28598 -5.12705 2.25786 -1.1 1.3 -0.9 -0.315
C -3.96784 -4.43337 1.18281 -0.9 -1.6 -0.3 -0.783
C -3.40512 -3.07545 0.92813 2.4 -2.2 -2.1 -0.645
O -1.96549 -3.11584 0.81018 0.1 0.1 0.3 -0.209
C -1.41642 -4.13866 -0.04355 -0.9 0.3 0.0 -0.121
C 0.05356 -4.21391 0.28478 -0.3 0.3 1.7 -0.835
O 0.49552 -2.88420 0.13344 -0.4 0.1 0.0 0.086
C 1.83090 -2.67886 0.40747 1.0 -0.4 -0.5 -0.860
H -2.94503 -6.97165 2.95159 -0.3 -0.1 0.1 0.254
H -3.36935 -6.82887 1.23771 -0.2 -0.6 0.1 0.321
H -4.67435 -6.74415 2.44264 0.1 0.3 0.2 0.289
H -5.05165 -4.31365 1.40082 0.4 -0.1 0.1 0.480
H -3.96137 -5.04771 0.20550 0.3 0.6 1.4 0.357
H -3.61423 -2.41773 1.68843 -0.5 1.7 1.7 0.517
H -3.75347 -2.75747 -0.04385 -0.7 0.4 -0.2 0.228
H -1.69641 -3.91870 -1.08736 0.6 0.0 0.3 0.117
H -1.87735 -5.07258 0.20257 -0.1 -0.8 0.2 0.486
H 0.65358 -4.93860 -0.29460 -0.4 0.3 -0.1 0.377
H 0.13356 -4.48335 1.39857 0.0 0.1 -1.4 0.274
H 2.38300 -3.22642 -0.36733 0.6 -0.2 0.5 0.349
H 2.11951 -2.94157 1.43988 0.0 -0.2 -0.3 0.259
H 2.07725 -1.64347 0.22729 -0.1 0.5 0.0 0.083
C -2.48157 2.79909 1.61145 0.7 -1.7 -0.4 -0.878
O -1.36894 1.90926 1.22148 -0.6 1.2 -0.2 -0.035
C -1.34182 0.60413 1.68207 -1.6 -1.1 3.0 -0.598
C -0.22737 -0.19559 1.13591 -0.2 1.2 -2.9 0.814
O -0.26985 0.15723 -0.34592 0.7 0.1 0.0 0.756
C -1.40949 -0.24504 -1.12086 1.3 0.5 -1.4 -1.027
C -1.06278 -1.39812 -2.07356 1.0 -0.1 0.8 -0.495
O -2.18076 -2.27435 -2.27161 1.1 1.0 -0.6 -0.305
C -2.88331 -1.95064 -3.48925 0.2 1.5 1.8 -0.785
H -3.48847 2.34872 1.42899 0.8 0.2 0.0 0.302
H -2.33672 3.67286 0.97875 -0.2 0.1 0.2 0.257
H -2.35943 3.02150 2.66281 -0.2 0.3 0.2 0.321
H -2.27075 0.04261 1.47930 -0.1 0.4 -0.3 0.296
H -1.27770 0.50211 2.81812 0.1 0.5 -1.0 0.406
H -0.39049 -1.28275 1.20335 0.4 0.5 0.3 -0.144
H 0.74749 0.24881 1.33134 -0.1 -0.6 0.7 -0.839
H -1.85595 0.64738 -1.54689 0.3 0.3 -0.6 0.599
H -2.15946 -0.58802 -0.52500 -1.9 -1.3 2.2 0.431
H -0.23066 -1.91259 -1.54403 -0.9 -0.1 -0.4 -0.288
H -0.59912 -1.01758 -2.98961 -0.4 -0.2 -0.3 0.487
H -2.35431 -2.30734 -4.36445 -0.3 -0.6 -0.2 0.271
H -2.88459 -0.83478 -3.55639 -0.4 -0.7 -0.2 0.273
H -3.87742 -2.30530 -3.21836 -0.1 -0.1 -1.2 0.318
```
Positions in Å, forces in eV/Å.

---

(2)
Density functional theory data (ωB97M-V with the def2-TZVPD basis set) for a molecular structure, C18H42AsCuF6N6O6 at a distorted geometry.

total charge: 0
ΔE to the lowest compared entry with this formula, charge and spin: 0.75 kcal per mole
gap between HOMO and LUMO (spin up / spin down): 0.0731 / 0.2828 Eh
HOMO level (spin up / spin down): -1.62 / -9.60 eV
expectation value of S²: 2.00
lowest unoccupied orbital energy (spin up / spin down): 0.367 / -1.902 eV
total energy: -5966.526363 hartree
spin multiplicity: 3

Structure (XYZ):
```
80
Properties=species:S:1:pos:R:3:forces:R:3:mulliken_charge:R:1
Cu 0.06224 0.29630 0.03996 0.5 0.1 -0.1 7.145
As -3.75881 1.15634 -0.34119 -2.2 -0.7 -0.6 1.886
F -2.01340 1.04366 -0.05854 -1.0 0.5 -0.1 -0.105
F -3.50408 -0.08751 -1.63308 -0.4 1.1 0.7 -0.630
F -5.55952 1.04822 -0.72375 2.6 0.5 0.6 -0.497
F -3.98793 2.32908 0.96568 0.3 -0.7 -1.3 -0.483
F -3.49904 2.42201 -1.61659 -0.4 -1.3 1.8 -0.506
F -3.99563 -0.15164 0.87573 0.4 1.1 -1.2 -0.488
C -1.79625 0.64780 4.05010 -1.3 -0.8 -0.1 -1.622
C -1.40931 -0.34201 2.99313 0.6 -0.9 0.3 0.304
O -0.82677 0.02588 2.00272 0.8 0.7 -1.6 0.430
N -1.71338 -1.65716 3.16619 0.3 0.0 0.5 0.445
C -2.46247 -2.14674 4.29513 -0.9 1.1 -0.2 -1.246
H -1.61298 1.68161 3.75730 0.4 -0.4 0.1 0.096
H -1.48385 0.36966 5.05665 0.3 0.2 -0.1 0.396
H -2.87524 0.49401 4.03480 -0.4 0.5 0.4 0.502
H -1.35961 -2.38338 2.55994 0.2 0.8 -0.4 0.083
H -3.34388 -1.50578 4.31481 -0.5 -0.5 0.3 0.318
H -1.98310 -1.95318 5.25473 0.3 -0.7 0.0 0.322
H -2.76479 -3.17217 4.08258 0.2 0.1 0.5 0.377
C 3.72962 1.85955 -2.26011 -0.3 -0.1 -0.6 -1.670
C 3.05683 0.56945 -1.81101 -0.1 0.7 0.1 -1.256
O 2.16570 0.63846 -0.98161 -0.2 -0.3 0.2 0.192
N 3.50632 -0.59121 -2.32125 0.9 -0.9 -0.9 0.628
C 3.19097 -1.92729 -1.79118 -0.8 0.9 0.6 -1.625
H 4.34131 2.24705 -1.44538 0.5 -0.4 -0.2 0.341
H 3.03593 2.68178 -2.43578 -0.6 -0.4 0.1 0.272
H 4.21782 1.72948 -3.22595 0.7 0.0 0.3 0.317
H 4.27044 -0.58719 -2.98171 -0.1 0.4 0.2 0.293
H 3.65626 -2.76998 -2.30252 0.2 0.5 -0.3 0.540
H 2.10903 -2.05293 -1.83258 0.0 -0.2 0.2 -0.074
H 3.51256 -1.93353 -0.74971 -0.1 -0.3 0.1 0.152
C -0.51364 -3.96694 -1.18704 2.0 -1.0 0.3 -2.229
C -1.07132 -2.58294 -1.01371 -0.5 -1.6 -0.5 0.792
O -0.44029 -1.62271 -0.59897 2.2 1.5 0.9 -0.489
N -2.28302 -2.42805 -1.43675 -3.6 0.0 -0.7 0.239
C -3.37351 -3.42212 -1.65904 1.7 0.2 -0.6 -1.141
H 0.54140 -3.98841 -0.91406 0.0 0.3 0.3 0.351
H -0.45504 -4.35648 -2.20337 -0.6 0.6 -0.4 0.331
H -0.93399 -4.80538 -0.63169 -0.5 0.4 0.3 0.523
H -2.64078 -1.48573 -1.50118 0.2 0.4 0.4 0.131
H -2.93178 -4.38344 -1.39670 -0.7 -0.1 0.1 0.362
H -3.62129 -3.42948 -2.72048 0.0 -0.1 -0.1 0.385
H -4.29528 -3.16712 -1.13613 0.4 0.0 0.4 0.290
C 2.30630 3.79203 1.19572 -0.3 0.0 0.0 -0.847
C 0.81543 3.46942 1.11915 -0.9 -0.7 -1.0 0.362
O 0.35792 2.48354 0.53205 0.3 -1.2 0.2 -0.649
N -0.05248 4.37104 1.59437 0.4 1.2 0.7 -0.215
C -1.52169 4.33284 1.68193 -0.1 -0.1 0.2 -0.697
H 2.73007 3.68268 0.19744 -0.1 -0.1 0.0 0.016
H 2.83589 3.11751 1.86851 -0.2 -0.2 -0.1 0.070
H 2.52040 4.80043 1.54977 -0.2 0.1 0.0 0.469
H 0.41730 5.23834 1.81167 -0.5 0.0 0.3 0.262
H -1.91422 3.50634 2.27432 0.5 -0.4 -0.3 0.055
H -2.04289 4.31594 0.72477 0.3 -0.1 -0.1 0.240
H -1.87843 5.20224 2.23420 0.4 0.2 -0.2 0.418
C -0.90465 2.93691 -3.23585 0.9 -0.6 -0.3 -1.218
C -0.56276 1.42366 -3.14691 -0.2 2.1 0.1 0.334
O -0.20561 0.99783 -2.07300 0.2 -1.4 1.1 -1.173
N -0.52540 0.71957 -4.29323 0.2 -1.6 -0.7 -0.043
C -0.21960 -0.75134 -4.42070 -0.9 0.2 0.5 -0.981
H -0.00752 3.48862 -2.95501 0.7 -0.3 -0.5 0.262
H -1.51785 3.34992 -2.43491 -0.9 -0.8 -0.4 0.167
H -1.16010 3.18497 -4.26605 -0.4 0.4 0.3 0.373
H -0.88977 1.13846 -5.13695 0.1 0.1 0.3 0.257
H -0.86106 -1.37382 -3.79689 -0.3 0.4 0.4 0.130
H 0.77671 -1.09764 -4.14580 0.3 0.8 -0.2 0.168
H -0.49437 -1.10541 -5.41430 0.4 0.5 -0.2 0.431
C 4.02534 -0.26577 1.84170 -0.1 0.0 0.2 -1.630
C 2.68105 -0.96804 1.83943 0.3 0.2 -1.2 -3.564
O 1.67558 -0.49874 1.28967 0.5 -0.5 0.7 1.168
N 2.70265 -2.18089 2.40253 0.0 0.2 0.0 0.809
C 1.56868 -3.04879 2.46847 -0.3 -0.4 0.7 -1.669
H 3.98783 0.42586 2.68332 0.3 0.2 0.0 0.140
H 4.25637 0.27528 0.92410 -0.5 0.1 0.0 0.048
H 4.85165 -0.96395 1.97541 -0.1 -0.1 0.3 0.730
H 3.48094 -2.48028 2.97238 0.2 0.4 -0.4 0.524
H 1.21436 -3.39250 1.49665 0.1 0.0 0.0 -0.144
H 0.74846 -2.58879 3.01960 -0.1 0.1 -0.1 0.212
H 1.91897 -3.87729 3.08408 -0.4 -0.3 -0.3 0.802
```
Positions in Å, forces in eV/Å.

---

(3)
Density functional theory data (ωB97M-V with the def2-TZVPD basis set) for a molecular structure, C18H42B2FNNbO9 at a distorted geometry.

total charge: -1
gap between HOMO and LUMO: 0.2250 Eh
HOMO level: -3.81 eV
lowest unoccupied orbital energy: 2.314 eV
total energy: -1649.410482 hartree

Structure (XYZ):
```
74
Properties=species:S:1:pos:R:3:forces:R:3:mulliken_charge:R:1
C 4.27824 -0.26487 2.95804 0.1 -0.1 0.1 -1.536
C 3.37722 -0.66075 1.79454 0.0 0.2 0.2 -0.064
C 2.28523 0.36949 1.48031 0.1 0.0 0.2 -0.020
O 1.00576 -0.20100 1.56995 0.1 -0.2 -0.3 -0.331
C 0.12386 -0.00392 0.43051 -0.5 -0.2 1.3 -0.068
Nb -1.30241 -1.81834 0.23050 1.7 -1.0 -3.1 -0.986
C -2.14829 -1.32632 -1.82709 -1.8 0.3 0.7 -0.902
C -3.65282 -1.04272 -2.06001 0.4 -0.1 -0.7 -0.464
C -4.58274 -2.13744 -1.57707 -0.4 0.1 -0.4 -0.328
O -5.51934 -2.46547 -2.63626 0.2 0.2 0.0 -0.573
C 0.60000 -2.96328 -0.23662 0.4 0.7 0.3 -0.695
C 0.93672 -3.13292 -1.72828 0.0 -0.1 0.3 -1.011
C 1.41056 -1.87476 -2.43375 0.3 -0.2 -0.3 -0.531
C 2.79844 -1.40900 -1.99420 -0.4 0.6 -0.1 1.147
C 3.43411 -0.57963 -3.09315 -0.1 -0.1 0.0 -0.832
O 4.61882 0.09218 -2.70332 0.1 0.0 -0.3 -0.404
C 4.37698 1.32928 -2.08259 0.0 -0.1 0.1 -0.476
B -0.89767 -2.32734 2.51748 -0.8 -0.1 0.1 0.269
N -0.30527 -3.64842 2.88543 -0.1 -0.1 0.0 -0.631
O -1.13462 -1.50785 3.60011 0.7 0.0 0.3 -0.573
B -2.86880 -0.36678 1.21023 0.3 0.3 0.2 0.069
O -3.77856 -0.70249 2.22576 -0.5 0.6 -0.1 -0.354
O -2.95596 0.93731 0.75610 0.0 0.1 0.2 0.393
C -3.95804 1.82339 1.24800 0.2 0.3 -0.3 -0.342
C -3.78439 3.18126 0.56806 0.3 -0.2 -0.1 -0.998
H 5.04192 0.45465 2.66955 0.0 0.2 -0.1 0.330
H 4.80112 -1.13294 3.35479 0.1 -0.1 0.0 0.417
H 3.70181 0.16083 3.77671 -0.1 0.1 0.1 0.393
H 2.87259 -1.58976 2.04382 -0.1 -0.1 -0.1 0.122
H 3.99777 -0.83166 0.91730 0.0 -0.2 -0.2 0.168
H 2.36582 1.18427 2.20984 0.0 0.2 0.0 0.383
H 2.44002 0.79718 0.49088 -0.1 0.2 -0.2 -0.179
H -0.40554 0.93409 0.59231 0.0 0.2 -0.2 0.442
H 0.69926 0.09734 -0.49034 0.2 0.0 -0.1 0.194
H -2.40803 -3.30687 0.36940 -0.3 0.0 0.6 -0.147
H -1.64056 -0.39482 -2.10363 0.4 0.1 0.1 0.188
H -1.87380 -2.07525 -2.57505 0.4 -0.3 0.2 0.657
H -3.83855 -0.98098 -3.13601 -0.1 0.1 -0.1 0.524
H -3.91891 -0.07310 -1.64987 -0.1 0.1 0.2 0.038
H -5.16767 -1.79033 -0.72291 0.1 -0.1 0.3 0.116
H -4.02127 -3.02780 -1.31677 0.1 -0.1 0.2 0.281
H -5.93685 -3.28946 -2.38692 -0.1 -0.2 0.0 0.299
H 1.48258 -2.56693 0.26980 0.1 0.0 0.1 -0.027
H 0.43449 -3.95247 0.19626 -0.2 -0.1 0.2 0.541
H 1.75302 -3.86005 -1.81329 0.1 -0.2 -0.1 0.525
H 0.10727 -3.57970 -2.27692 -0.2 0.1 -0.1 0.412
H 1.44366 -2.07497 -3.50977 0.0 0.0 -0.1 0.412
H 0.71588 -1.04829 -2.30679 -0.2 0.1 0.0 0.201
H 2.67486 -0.74899 -1.13806 0.2 -0.2 0.4 -0.959
H 3.43972 -2.24361 -1.72409 0.1 -0.1 0.1 0.387
H 3.68610 -1.21526 -3.94104 0.2 -0.1 -0.1 0.332
H 2.69766 0.14244 -3.45917 -0.1 0.2 0.0 0.341
H 3.98427 1.20739 -1.07288 -0.1 0.0 0.2 0.070
H 5.32449 1.85417 -2.02042 0.1 0.1 0.0 0.325
H 3.66890 1.93151 -2.65454 -0.1 0.1 -0.1 0.283
H 0.51149 -3.47983 3.46961 0.0 0.1 0.1 0.188
H -0.96764 -4.10171 3.51421 0.0 -0.2 -0.1 0.223
H -1.19792 -0.59801 3.30793 -0.4 0.2 -0.1 0.252
H -4.40942 -1.35519 1.92544 0.1 -0.5 0.2 0.267
H -4.94275 1.42368 1.02365 -0.2 -0.1 0.2 0.255
H -3.84847 1.93515 2.32228 -0.1 -0.1 0.2 0.341
H -4.58068 3.39634 -0.13680 -0.2 0.1 0.0 0.292
H -3.69863 3.99090 1.28739 -0.2 0.2 0.1 0.294
H -2.85809 3.15824 -0.00161 0.1 0.0 -0.1 0.129
C 1.35944 4.95998 1.08945 0.0 0.0 0.1 -0.539
C -0.08488 5.37108 0.88455 0.0 -0.1 -0.1 0.359
O -0.41620 4.72509 -0.32227 -0.1 -0.1 0.1 -0.340
C 0.37814 3.61229 -0.44005 0.1 0.1 0.3 0.593
O 0.18888 2.71817 -1.17899 0.0 0.1 -0.5 -0.420
O 1.39911 3.68485 0.45425 0.0 0.1 0.0 -0.238
F -0.22094 6.71581 0.73128 0.0 0.0 -0.1 -0.321
H 2.03014 5.65004 0.57427 -0.1 0.1 0.0 0.277
H 1.64816 4.87347 2.13302 0.0 -0.1 0.0 0.283
H -0.76877 5.03946 1.66748 0.0 0.1 0.0 0.275
```
Positions in Å, forces in eV/Å.

---

What is the formula in the second record?
C18H42AsCuF6N6O6